100
Properties=species:S:1:pos:R:3:mulliken_spin:R:1 method="wB97M-V/def2-TZVPD" s_squared=6.065 lumo_energy_ev="-2.65 / -4.92" homo_ev="-8.95 / -9.34" orbital_gap_ha="0.2312 / 0.1625" relative_energy_ev=12.018 spin_multiplicity=5 e_tot_ev=-89957.95090 total_charge=+1
Pd 0.662 -0.057 -0.900 1.174
C 5.897 -0.204 -2.238 0.019
C 4.926 -0.119 -1.060 0.049
C 5.232 1.128 -0.230 0.029
P 3.115 -0.243 -1.424 0.090
C 3.055 -1.696 -2.673 0.027
C 3.520 -2.984 -1.982 -0.001
C 1.675 -1.943 -3.315 0.045
C 2.672 1.247 -2.463 0.043
C 3.241 1.428 -3.717 -0.019
C 2.859 2.478 -4.543 0.032
C 1.864 3.339 -4.128 -0.015
C 1.267 3.177 -2.884 0.038
C 1.663 2.176 -1.992 -0.028
N 1.140 1.950 -0.724 0.160
C 0.365 2.648 0.112 -0.075
C 0.148 4.073 0.071 0.297
C -0.699 4.757 0.948 -0.096
C -1.378 4.072 1.942 0.416
C -1.115 2.560 2.091 0.123
C -0.236 1.908 1.248 0.013
P 0.284 0.141 1.552 0.107
C -0.868 -0.610 2.786 0.048
C -0.675 -0.258 4.263 0.005
C -0.871 -2.135 2.636 0.000
C 1.956 0.378 2.287 0.002
C 2.608 -0.958 2.644 -0.002
C 2.101 1.374 3.441 0.000
H 6.920 -0.313 -1.866 0.000
H 5.881 0.700 -2.849 -0.001
H 5.703 -1.063 -2.882 0.001
H 5.140 -0.981 -0.419 0.014
H 5.041 2.046 -0.792 -0.002
H 6.282 1.137 0.071 0.001
H 4.634 1.164 0.685 -0.004
H 3.733 -1.479 -3.503 0.009
H 2.873 -3.250 -1.150 0.015
H 4.539 -2.895 -1.597 -0.001
H 3.514 -3.816 -2.690 0.002
H 0.902 -2.171 -2.598 -0.003
H 1.737 -2.790 -4.005 0.001
H 1.339 -1.077 -3.895 0.009
H 3.975 0.725 -4.088 -0.001
H 3.315 2.599 -5.517 0.001
H 1.528 4.139 -4.775 0.000
H 0.449 3.834 -2.632 0.007
H 0.696 4.662 -0.653 0.003
H -0.813 5.828 0.850 0.004
H -2.039 4.569 2.636 0.003
H -1.600 2.040 2.901 -0.061
H -1.879 -0.284 2.501 0.007
H 0.227 -0.716 4.672 0.001
H -1.515 -0.638 4.851 0.001
H -0.621 0.817 4.443 -0.002
H 0.094 -2.572 2.901 0.000
H -1.103 -2.438 1.618 0.003
H -1.626 -2.579 3.288 0.000
H 2.553 0.800 1.471 0.001
H 2.135 -1.424 3.511 -0.001
H 3.662 -0.810 2.888 0.004
H 2.560 -1.667 1.813 0.011
H 1.684 1.002 4.376 0.000
H 1.640 2.339 3.220 0.004
H 3.161 1.566 3.629 0.001
S -4.907 -4.100 -0.665 0.001
C -3.471 -3.044 -0.753 -0.004
C -2.199 -3.576 -0.693 0.011
C -1.116 -2.717 -0.767 -0.006
N -1.209 -1.381 -0.900 0.066
C -2.461 -0.896 -0.974 0.001
C -3.608 -1.677 -0.905 0.007
C -5.142 -4.103 1.105 -0.001
C -4.541 -5.072 1.893 0.000
C -4.761 -5.031 3.263 0.000
N -5.522 -4.117 3.864 0.000
C -6.099 -3.200 3.088 0.000
C -5.945 -3.148 1.710 0.000
H -2.037 -4.640 -0.589 0.000
H -0.110 -3.103 -0.716 0.030
H -2.507 0.200 -1.107 -0.016
H -4.588 -1.224 -0.976 0.001
H -3.917 -5.844 1.464 0.000
H -4.311 -5.766 3.920 0.000
H -6.715 -2.474 3.606 0.000
H -6.445 -2.381 1.134 0.000
O 1.200 -1.761 -0.893 1.135
C -2.043 3.592 -1.882 0.000
P -2.290 2.086 -0.938 0.035
C -2.741 2.545 0.716 0.525
C -3.807 1.414 -1.696 0.037
O -1.085 1.195 -0.922 0.018
H -2.940 4.217 -1.849 -0.001
H -1.830 3.346 -2.924 0.001
H -1.221 4.169 -1.496 0.006
H -3.607 3.215 0.709 -0.003
H -1.773 3.128 1.295 -0.306
H -2.997 1.665 1.304 -0.047
H -4.607 2.158 -1.648 -0.003
H -4.153 0.529 -1.196 0.001
H -3.625 1.166 -2.743 0.006

***

100
Properties=species:S:1:pos:R:3:mulliken_spin:R:1 method="wB97M-V/def2-TZVPD" s_squared=6.051 lumo_energy_ev="-2.98 / -3.87" homo_ev="-8.52 / -9.72" orbital_gap_ha="0.2036 / 0.2153" relative_energy_ev=16.133 spin_multiplicity=5 e_tot_ev=-89953.83539 total_charge=+1
Pd -0.003 -0.020 -0.075 0.339
C -1.237 2.612 -3.437 0.027
C -2.383 1.742 -2.926 0.023
C -3.632 2.629 -2.933 0.014
P -1.981 0.911 -1.325 0.268
C -3.157 -0.486 -1.089 0.009
C -4.581 -0.284 -1.613 0.014
C -2.595 -1.778 -1.702 0.006
C -2.255 2.113 0.041 0.011
C -3.517 2.681 0.245 -0.007
C -3.772 3.559 1.281 0.000
C -2.741 3.878 2.153 0.001
C -1.490 3.320 1.990 -0.007
C -1.196 2.422 0.947 -0.024
N 0.047 1.824 0.820 0.002
C 0.946 1.906 1.903 -0.016
C 1.743 3.051 2.055 -0.007
C 2.682 3.151 3.056 0.010
C 2.875 2.077 3.925 -0.009
C 2.131 0.933 3.763 0.016
C 1.152 0.824 2.747 -0.044
P 0.023 -0.893 2.362 0.156
C 0.763 -2.501 3.300 0.575
C 0.300 -3.770 2.611 0.009
C 0.499 -2.593 4.791 0.040
C -1.627 -0.448 3.113 0.018
C -2.597 -1.631 3.062 0.020
C -1.632 0.201 4.499 0.012
H -1.489 3.026 -4.415 0.000
H -0.319 2.068 -3.549 -0.006
H -1.045 3.447 -2.759 -0.001
H -2.533 0.934 -3.651 0.002
H -3.495 3.517 -2.317 0.001
H -4.527 2.114 -2.594 -0.003
H -3.826 2.966 -3.952 0.001
H -3.216 -0.650 -0.009 -0.006
H -4.600 -0.151 -2.696 0.001
H -5.081 0.568 -1.153 -0.003
H -5.182 -1.164 -1.384 0.001
H -2.510 -1.701 -2.789 0.004
H -3.259 -2.614 -1.476 -0.002
H -1.611 -2.022 -1.308 -0.020
H -4.334 2.436 -0.419 0.000
H -4.758 3.982 1.409 0.000
H -2.912 4.557 2.979 0.000
H -0.720 3.568 2.708 0.000
H 1.601 3.868 1.358 0.000
H 3.271 4.052 3.154 0.000
H 3.617 2.132 4.710 -0.001
H 2.330 0.097 4.428 0.005
H 2.019 -2.516 3.182 -0.115
H -0.781 -3.890 2.710 0.002
H 0.781 -4.639 3.067 0.005
H 0.535 -3.791 1.553 0.023
H -0.553 -2.798 4.987 0.011
H 0.778 -1.690 5.337 0.000
H 1.077 -3.418 5.221 0.001
H -2.044 0.306 2.430 -0.004
H -2.354 -2.397 3.800 0.003
H -2.610 -2.107 2.077 -0.007
H -3.611 -1.289 3.275 0.000
H -1.309 -0.487 5.283 -0.001
H -2.642 0.527 4.757 0.002
H -0.993 1.084 4.536 -0.001
S 4.635 -4.648 2.693 -0.005
C 3.465 -3.514 2.005 0.269
C 2.950 -3.681 0.767 0.041
C 2.014 -2.768 0.212 0.506
N 1.493 -1.621 0.845 0.129
C 1.947 -1.419 2.132 -0.079
C 3.014 -2.382 2.776 0.470
C 6.155 -3.883 2.138 0.020
C 6.795 -2.931 2.917 -0.002
C 7.975 -2.377 2.438 0.002
N 8.529 -2.711 1.276 0.000
C 7.906 -3.633 0.546 0.001
C 6.723 -4.250 0.928 0.004
H 3.258 -4.525 0.164 0.014
H 1.658 -2.945 -0.784 0.027
H 1.513 -0.432 2.723 0.165
H 3.401 -2.180 3.772 0.000
H 6.396 -2.625 3.874 -0.001
H 8.507 -1.628 3.014 0.000
H 8.384 -3.888 -0.393 0.000
H 6.266 -4.997 0.295 0.000
O 0.546 -1.497 -1.113 1.024
C 0.335 0.088 -4.947 0.004
P 0.898 0.057 -3.234 0.019
C 2.005 -1.359 -3.191 -0.003
C 1.970 1.481 -2.981 0.005
O -0.286 0.035 -2.216 0.041
H 1.194 0.111 -5.619 0.002
H -0.281 0.957 -5.155 -0.003
H -0.252 -0.806 -5.159 0.002
H 2.783 -1.231 -3.950 0.000
H 1.457 -2.276 -3.401 -0.003
H 2.476 -1.452 -2.220 0.001
H 2.783 1.466 -3.708 0.000
H 2.395 1.447 -1.976 -0.001
H 1.433 2.418 -3.090 0.000